40
Properties=species:S:1:pos:R:3:forces:R:3:lowdin_spin:R:1 method="wB97M-V/def2-TZVPD" e_lumo_ha="-0.027 / -0.032" multiplicity=4 homo_ha="-0.235 / -0.267" homo_lumo_gap_ev="5.68 / 6.40"
Co 0.0440 -0.2531 0.0541 0.040 -1.122 0.050 2.54
F 1.5946 0.2342 0.7544 0.704 0.456 0.394 0.12
Cl -0.1468 2.5342 -0.0354 -0.042 0.665 0.026 0.02
C 0.0713 4.3057 0.0011 0.165 -0.104 -0.043 0.01
Cl 1.7622 4.7489 0.2300 -0.069 0.019 -0.011 0.00
H -0.5049 4.6897 0.8331 -0.017 -0.017 0.006 0.00
H -0.2671 4.7047 -0.9467 -0.013 -0.004 -0.001 0.00
O -6.2784 -4.1946 2.6865 -0.055 -0.083 -0.051 0.00
C -6.5441 -2.8399 2.9377 0.123 0.025 0.051 0.00
N -5.9155 -1.9509 1.9843 -0.024 0.123 -0.037 0.00
C -4.6092 -1.5957 2.1426 -0.191 -0.194 0.158 0.00
O -3.9613 -1.9381 3.1136 0.049 0.053 -0.056 0.00
C -4.0040 -0.7657 1.0525 -0.125 0.197 -0.203 0.00
C -4.7209 -0.1260 0.0431 0.351 -0.055 0.153 0.01
C -4.0085 0.5593 -0.9261 -0.246 0.097 -0.083 0.00
C -2.6330 0.6176 -0.8489 0.169 -0.049 0.131 0.02
N -1.9310 0.0411 0.1421 -1.207 0.217 -0.335 0.02
C -2.6251 -0.6399 1.0593 0.264 -0.021 0.233 0.02
H -5.3664 -4.3851 2.9305 0.054 0.059 0.057 0.00
H -6.1979 -2.5384 3.9256 -0.048 -0.015 0.012 0.00
H -7.6219 -2.7185 2.8672 0.001 0.018 -0.019 0.00
H -6.3409 -1.8611 1.0785 -0.001 -0.027 -0.033 0.00
H -5.8021 -0.1259 0.0182 -0.020 -0.071 -0.025 0.00
H -4.5176 1.0652 -1.7344 0.020 -0.009 -0.005 0.00
H -2.0644 1.1554 -1.5938 0.056 0.013 -0.010 0.00
H -2.0602 -1.1100 1.8536 0.031 -0.067 -0.055 0.00
C 0.0269 -2.3126 -0.0772 -0.137 0.504 0.342 0.10
C 0.8434 -2.0900 -1.2565 0.244 -0.814 -0.697 0.01
C 2.2528 -2.1809 -1.2144 -0.208 0.123 -0.005 0.03
C 3.0153 -1.9799 -2.3450 0.031 0.051 -0.016 0.00
C 2.4186 -1.6704 -3.5651 -0.026 0.042 -0.055 0.04
C 1.0380 -1.5721 -3.6348 0.061 0.090 -0.085 0.00
C 0.2595 -1.7825 -2.5073 0.036 0.103 0.323 0.04
H 0.5290 -2.7906 0.7580 -0.021 -0.066 -0.027 0.01
H -0.9727 -2.6994 -0.2641 0.033 -0.092 -0.070 0.01
H 2.7228 -2.4097 -0.2666 0.033 0.009 -0.008 0.00
H 4.0935 -2.0648 -2.2840 -0.004 0.006 0.019 0.00
H 3.0231 -1.5057 -4.4474 0.006 -0.020 0.009 0.00
H 0.5621 -1.3352 -4.5792 -0.011 -0.028 0.005 0.00
H -0.8243 -1.7498 -2.5797 -0.006 -0.015 -0.037 0.00

***

14
Properties=species:S:1:pos:R:3:forces:R:3:lowdin_charge:R:1 method="wB97M-V/def2-TZVPD" charge=+1 e_lumo_ha=-0.211 e_above_lowest_kcal_mol=85.01 homo_ha=-0.469 homo_lumo_gap_ev=7.02
C -2.3589 -0.5779 0.1340 0.754 2.403 0.031 0.01
C -0.9941 -0.2717 -0.4845 -0.568 -2.402 -0.049 -0.10
N -0.3129 0.7415 -0.0812 -0.061 1.923 0.926 0.03
C 1.0123 1.0015 -0.0045 1.216 -0.545 -1.213 -0.23
N 1.8769 0.0087 -0.2063 -1.001 1.498 1.763 -0.91
S 1.4459 -1.6000 -0.1667 0.258 -0.836 -0.589 0.71
S 3.5075 0.4858 0.0265 0.849 0.822 -0.146 0.87
H -2.5273 0.0241 1.0704 0.516 -0.574 -0.784 0.11
H -2.5060 -1.6105 0.3816 -0.005 -0.553 -0.385 0.09
H -3.0893 -0.1605 -0.5603 -0.374 -0.601 -0.200 0.10
H -0.4629 -0.8421 -1.2673 -1.120 0.040 0.583 0.08
H -0.7413 1.5014 0.4060 -1.287 0.022 0.678 0.17
H 1.1691 2.0148 0.4029 1.021 -0.789 -0.645 0.16
H 3.9810 -0.7153 0.3494 -0.197 -0.407 0.030 -0.11

***

15
Properties=species:S:1:pos:R:3:forces:R:3:lowdin_charge:R:1 method="wB97M-V/def2-TZVPD" e_lumo_ha=0.026 e_above_lowest_kcal_mol=84.66 homo_ha=-0.340 homo_lumo_gap_ev=9.95
C 0.6501 -0.2126 -0.0832 -0.251 -2.523 -0.758 -0.48
C 0.7841 0.6353 -1.2867 -0.365 -0.956 -3.069 -0.06
C 1.3722 0.1867 1.1225 2.079 3.888 0.199 -0.05
N -3.0885 0.6200 1.2762 -0.018 0.353 0.586 0.14
N -2.7355 -0.0033 0.4070 -0.331 1.370 2.041 -0.37
N -0.0620 -1.2758 -0.2193 1.317 0.164 -0.052 0.09
N -2.4961 -0.6432 -0.5439 -1.182 -1.583 -3.266 0.09
H -0.1597 0.6759 -1.9318 1.120 -0.423 1.024 0.10
H 1.6054 0.1709 -2.0141 -1.513 1.099 1.735 0.14
H 0.9908 1.6413 -1.0512 0.701 1.171 0.221 0.05
H 0.6265 0.7264 1.7224 0.203 0.774 -0.304 0.10
H 2.3558 0.8839 0.9455 -2.736 -1.311 0.073 0.15
H 1.7243 -0.4221 1.8816 0.499 -2.561 0.765 0.04
H -0.0125 -1.9744 0.5211 0.030 0.487 0.342 0.09
H -1.5549 -1.0090 -0.7462 0.448 0.050 0.465 0.00

***

56
Properties=species:S:1:pos:R:3:forces:R:3:lowdin_spin:R:1 method="wB97M-V/def2-TZVPD" e_lumo_ha="0.004 / -0.001" multiplicity=5 e_above_lowest_kcal_mol=167.54 homo_ha="-0.209 / -0.224" homo_lumo_gap_ev="5.80 / 6.09"
P -2.2846 1.3722 -1.5774 2.908 0.964 -0.009 -0.06
P 1.8760 0.8990 -1.8089 -0.839 -1.679 2.457 0.08
C -0.7529 2.1190 -2.4112 -0.628 1.336 -3.238 0.06
C 0.5996 1.4787 -2.9469 1.038 0.368 -0.456 0.05
H -0.5811 3.1844 -2.1748 -0.220 -0.438 0.032 0.02
H -1.3062 2.1979 -3.3664 1.153 0.344 0.581 0.01
H 0.3881 0.7810 -3.7706 0.239 0.243 0.331 0.00
H 1.2872 2.2691 -3.2753 -1.648 -0.038 -0.733 0.01
C 2.7964 2.3381 -1.1553 0.742 -0.007 -0.692 0.02
H 3.4283 1.8793 -0.3704 -0.327 0.336 -0.298 0.00
H 2.1198 3.0863 -0.6887 0.314 -0.543 -0.314 0.01
H 3.4316 2.8238 -1.9165 -0.090 0.075 0.334 0.00
C 2.8587 -0.3922 -2.5436 0.968 0.143 -0.425 0.02
H 3.6535 0.0338 -3.1756 -0.104 -0.449 -0.045 0.00
H 2.1967 -1.0544 -3.1233 0.293 0.235 0.250 0.00
H 3.2956 -0.9163 -1.6788 -0.059 0.024 -0.492 0.00
C -3.2856 2.7070 -0.8478 -0.502 -0.164 0.008 0.00
H -3.8044 2.2513 0.0146 0.130 0.232 -0.223 0.00
H -4.0385 3.1290 -1.5157 0.024 0.044 -0.009 0.00
H -2.6488 3.5234 -0.4599 -0.103 -0.582 -0.317 0.01
C -3.0225 0.1815 -2.7126 -0.738 -0.251 -0.275 -0.02
H -2.2371 -0.4374 -3.1944 -0.289 0.491 0.454 0.00
H -3.6673 0.6041 -3.4974 0.173 -0.065 0.157 -0.01
H -3.6501 -0.4940 -2.0959 0.341 0.216 -0.337 0.00
Cr -0.1043 1.2379 -0.6112 -1.906 -2.018 2.727 3.93
C 0.9026 3.3528 -5.1834 0.876 0.907 -0.025 0.00
C 1.1706 4.2352 -4.1951 0.339 -0.124 -1.858 0.00
C 0.5251 5.5906 -4.2266 0.340 0.506 0.713 0.00
C -0.9967 5.6288 -4.4540 -0.140 0.837 -0.204 0.00
C -1.8110 4.4764 -3.9281 -0.995 -0.048 -0.360 0.01
C -2.0983 3.3970 -4.6737 -0.831 1.559 -0.482 0.00
C -1.5678 3.3076 -6.0847 -0.306 -0.814 -0.344 0.00
C -0.0737 3.6426 -6.3001 0.184 -0.179 -0.870 0.00
C -1.6065 0.0540 0.3148 -0.256 -1.206 2.113 -0.19
H 1.5334 2.4615 -5.3592 -0.592 0.399 0.535 0.00
H 1.9982 4.1006 -3.4713 -0.652 -0.120 -0.463 0.00
H 0.9858 6.2648 -4.9786 -0.049 -0.546 0.139 0.00
H 0.7698 6.0841 -3.2844 -0.178 0.021 0.158 0.00
H -1.3405 6.5618 -3.9860 -0.101 -0.261 0.015 0.00
H -1.1565 5.8090 -5.5317 -0.272 -0.380 0.499 0.00
H -2.2765 4.6093 -2.9365 0.378 -0.210 -0.436 0.00
H -2.8572 2.6387 -4.3639 0.779 0.695 -0.120 0.00
H -2.1375 3.9187 -6.8161 0.047 -0.067 0.629 0.00
H -1.7533 2.2870 -6.4378 0.148 -0.017 0.075 0.00
H 0.2316 3.0293 -7.1609 0.027 0.164 0.177 0.00
H -0.0113 4.6758 -6.6806 0.275 -0.300 0.434 0.00
H -1.1980 -0.9738 0.1680 -0.319 0.500 -0.073 0.00
H -2.7041 0.0449 0.1104 0.630 -0.605 0.702 0.00
H -1.4878 0.2739 1.4005 0.008 -0.093 -0.440 -0.01
Cl 3.3811 -2.5338 2.3966 -0.318 -0.168 -0.135 0.00
C 1.8496 -1.8764 1.8012 0.062 0.696 -0.411 0.00
Cl 1.1507 -2.8899 0.4815 0.219 -0.051 0.332 0.00
Cl 0.6883 -1.7640 3.1349 0.153 -0.086 -0.206 0.00
C 2.1025 -0.4605 1.0867 0.287 0.852 0.025 0.01
O 3.2065 -0.3207 0.5315 -1.021 -0.278 0.444 0.01
O 1.1299 0.3422 1.1546 0.406 -0.401 -0.032 0.03

***

Number 1: calculated total energy -3244.76957 Eh. Number 2: calculated total energy -1024.02753 Eh. Number 3: calculated total energy -338.01888 Eh. Number 4: calculated total energy -3924.27894 Eh.